(1)
{
  "formula": "C23H28N2O4",
  "method": "wB97M-V/def2-TZVPD",
  "elements": ["C", "C", "H", "H", "O", "C", "C", "C", "C", "C", "C", "O", "C", "H", "H", "H", "H", "C", "N", "C", "O", "C", "C", "C", "C", "C", "C", "C", "H", "C", "O", "N", "H", "C", "C", "H", "H", "H", "C", "C", "H", "H", "H", "H", "H", "H", "H", "H", "H", "H", "H", "H", "H", "H", "H", "H", "H"],
  "xyz": [[6.36790, -0.64037, 4.12897], [5.25920, 0.28599, 3.65421], [4.50619, 0.41318, 4.44534], [5.67169, 1.27349, 3.40189], [4.67293, -0.30289, 2.51277], [3.65114, 0.34199, 1.89251], [3.10565, 1.55091, 2.28949], [2.04872, 2.11888, 1.58921], [1.54175, 1.49684, 0.46646], [2.09328, 0.28581, 0.05034], [3.12397, -0.30994, 0.75233], [3.68466, -1.50634, 0.43783], [3.13789, -2.23193, -0.63947], [3.30994, -1.72057, -1.59284], [3.66358, -3.18526, -0.64531], [2.06494, -2.40703, -0.51211], [1.69143, -0.19441, -0.82723], [0.35130, 2.05025, -0.26748], [-0.88022, 1.51095, 0.27295], [-1.94416, 2.28204, 0.63954], [-2.00837, 3.48841, 0.52502], [-2.96059, 1.33620, 1.15412], [-4.22939, 1.57563, 1.65174], [-4.97917, 0.48853, 2.07127], [-4.46922, -0.80081, 1.99396], [-3.19581, -1.04169, 1.49706], [-2.44769, 0.04111, 1.08281], [-1.07423, 0.09555, 0.48355], [-0.30850, -0.32363, 1.14740], [-1.04264, -0.71128, -0.83034], [-0.48789, -1.78564, -0.91541], [-1.69250, -0.10461, -1.83400], [-2.14371, 0.78176, -1.66080], [-1.85784, -0.68044, -3.15614], [-1.30365, 0.28558, -4.19856], [-1.34188, -0.15945, -5.18777], [-0.26733, 0.52684, -3.97334], [-1.88242, 1.20741, -4.20711], [-3.33789, -1.01275, -3.38254], [-3.57237, -1.85757, -4.62849], [-2.97781, -2.76705, -4.58725], [-4.62098, -2.13618, -4.69712], [-3.30849, -1.31103, -5.52981], [-3.90804, -0.08309, -3.45408], [-3.69833, -1.55955, -2.50787], [-1.27284, -1.60626, -3.15359], [-2.80030, -2.04402, 1.43484], [-5.07370, -1.63144, 2.32678], [-5.97311, 0.64329, 2.46369], [-4.61032, 2.58356, 1.70546], [0.27978, 3.13510, -0.15553], [0.42060, 1.80485, -1.33563], [1.62573, 3.05228, 1.92788], [3.48955, 2.06365, 3.15676], [7.10456, -0.76796, 3.34090], [6.85051, -0.22251, 5.00800], [5.95447, -1.61436, 4.37471]],
  "homo_ev": -7.99,
  "mol_weight_g_mol": 396.487,
  "gap_ev": 8.7,
  "smiles": "CCOc1ccc(CN2C(=O)c3ccccc3[C@H]2C(=O)N[C@H](C)CC)cc1OC",
  "e_above_lowest_ev": 1.488,
  "largest_force_ev_per_a": 0.6
}

(2)
{
  "formula": "C3H3AgLiO3",
  "method": "wB97M-V/def2-TZVPD",
  "elements": ["H", "C", "C", "O", "C", "O", "O", "Li", "H", "H", "Ag"],
  "xyz": [[1.92783, -0.74275, 0.65126], [1.57751, 0.50161, -0.59744], [0.64483, 0.51898, 0.45572], [-0.49521, 1.35021, 0.17101], [-1.62468, 0.83145, -0.06010], [-1.95823, -0.32913, -0.19369], [2.51193, -0.35367, -0.32933], [-3.94561, -0.67226, -0.36728], [1.25711, 0.62541, -1.63904], [0.87034, 0.54691, 1.52446], [-0.76583, -2.27677, 0.38445]],
  "homo_ev": [-17.31, -17.29],
  "mol_weight_g_mol": 201.863,
  "s_squared": 0.755,
  "spin_multiplicity": 2,
  "gap_ev": [7.5, 7.0],
  "e_above_lowest_ev": 4.314,
  "largest_force_ev_per_a": 5.4,
  "charge": 2
}

(3)
{
  "formula": "C27H38ClCrP2",
  "method": "wB97M-V/def2-TZVPD",
  "elements": ["Cr", "Cl", "P", "C", "C", "C", "C", "C", "C", "C", "C", "C", "C", "C", "C", "C", "C", "C", "C", "C", "C", "H", "H", "H", "H", "H", "H", "H", "H", "H", "H", "H", "H", "H", "H", "H", "H", "H", "C", "C", "C", "P", "C", "C", "C", "C", "C", "C", "H", "H", "H", "H", "H", "H", "H", "H", "H", "H", "H", "H", "H", "H", "H", "H", "H", "H", "H", "H", "H"],
  "xyz": [[0.43230, 0.20880, 0.38529], [1.39548, 1.97959, 1.45905], [0.14107, 1.34716, -1.55120], [-1.24810, 0.49990, -2.33226], [-1.03131, -0.51804, -3.26989], [-2.11775, -1.27043, -3.72524], [-3.41136, -1.02776, -3.24161], [-3.61994, -0.03338, -2.27988], [-2.54643, 0.72432, -1.81332], [-0.15296, 3.11732, -1.77909], [0.78378, 4.01752, -1.23146], [0.61514, 5.39453, -1.37724], [-0.49845, 5.89560, -2.06195], [-1.42215, 5.00373, -2.61537], [-1.26333, 3.62859, -2.46560], [1.70850, 0.99284, -2.40690], [2.76644, 0.45571, -1.65211], [3.97474, 0.14276, -2.26562], [4.14372, 0.38250, -3.63209], [3.10648, 0.95328, -4.38123], [1.88456, 1.27296, -3.77025], [1.63528, 3.62434, -0.67894], [1.36603, 6.07566, -0.96903], [-0.62544, 6.97764, -2.17409], [-2.27192, 5.39261, -3.17700], [-2.00813, 2.95080, -2.87760], [-0.01585, -0.71507, -3.62369], [-1.95730, -2.04111, -4.47732], [-4.26175, -1.59974, -3.61627], [-4.62583, 0.17164, -1.90412], [-2.69681, 1.48932, -1.04209], [2.62842, 0.29498, -0.56877], [4.78557, -0.29154, -1.67598], [5.08913, 0.11120, -4.10169], [3.24517, 1.14328, -5.44570], [1.07967, 1.73882, -4.34340], [0.16807, -1.20782, -0.41791], [1.15526, -1.04767, -0.37328], [0.60955, -4.07547, 1.08048], [-0.32095, -3.29112, 2.01497], [-0.08641, -3.79139, 3.44524], [-0.19605, -1.49211, 1.84132], [-1.90306, -0.86486, 2.22944], [-2.58916, -1.60232, 3.38289], [-2.02476, 0.65734, 2.36726], [1.14823, -0.90155, 3.01041], [0.71975, -0.66376, 4.45957], [2.48871, -1.63743, 2.85411], [1.66647, -3.94626, 1.36468], [0.48162, -3.79844, 0.02596], [0.35076, -5.14331, 1.18048], [-1.36051, -3.50836, 1.70880], [0.98577, -3.79047, 3.67940], [-0.61405, -3.23819, 4.23020], [-0.42190, -4.83781, 3.50033], [-2.45541, -1.13131, 1.30497], [-2.15103, -1.36369, 4.35896], [-3.64097, -1.28952, 3.40464], [-2.58957, -2.68728, 3.23604], [-1.62084, 1.17845, 1.48159], [-3.09361, 0.90610, 2.42700], [-1.53947, 1.04398, 3.27221], [1.36114, 0.13079, 2.63364], [1.07674, -1.45125, 5.13911], [1.17455, 0.27956, 4.80549], [-0.36629, -0.54372, 4.57795], [2.65510, -2.04022, 1.83967], [3.29613, -0.90320, 3.02121], [2.62947, -2.43806, 3.59685]],
  "homo_ev": [-14.56, -14.55],
  "mol_weight_g_mol": 511.998,
  "s_squared": 4.050,
  "spin_multiplicity": 4,
  "gap_ev": [5.5, 6.5],
  "largest_force_ev_per_a": 4.6,
  "charge": 2
}

(4)
{
  "formula": "C11H6F17N4O2",
  "method": "wB97M-V/def2-TZVPD",
  "elements": ["F", "C", "F", "F", "C", "F", "F", "C", "F", "F", "C", "F", "F", "C", "F", "F", "C", "F", "F", "C", "F", "F", "C", "F", "F", "N", "C", "N", "N", "N", "H", "H", "O", "C", "C", "O", "H", "H", "H", "H"],
  "xyz": [[4.44533, -1.36316, 3.18335], [4.52632, -1.19152, 1.69452], [5.64779, -2.04917, 1.16454], [4.90249, 0.20952, 1.41133], [3.08597, -1.65542, 0.98180], [3.42130, -2.99838, 0.36789], [2.04781, -1.99285, 2.02036], [2.58587, -0.71909, -0.22624], [3.76175, -0.58529, -1.17125], [1.60244, -1.53668, -1.03532], [1.97056, 0.72686, 0.00568], [2.92807, 1.71608, -0.62947], [0.75392, 0.82871, -0.89067], [1.57703, 1.31507, 1.43470], [2.31427, 0.86056, 2.63242], [1.89872, 2.79943, 1.37816], [-0.01971, 1.32133, 1.86079], [-0.84098, 2.30262, 1.05682], [-0.01335, 1.93107, 3.24786], [-0.71395, -0.14122, 2.03901], [-0.21208, -0.68403, 3.35781], [-0.52136, -1.09350, 0.92406], [-2.37184, -0.05910, 2.24989], [-2.82513, 1.18182, 2.91090], [-2.69328, -1.19375, 3.18197], [-3.15171, -0.30892, 0.97985], [-3.72828, -1.67836, 0.58423], [-4.47658, -1.49456, -0.72188], [-4.32943, -0.14824, -1.03093], [-3.57908, 0.52174, -0.04426], [-3.58210, -2.64130, 1.24159], [-3.39812, 1.55239, -0.10685], [-0.85093, 0.28465, -5.87658], [-1.58187, 0.99044, -5.00206], [-1.17182, 0.57578, -3.51118], [-1.91480, 1.26918, -2.63665], [-2.67816, 0.87082, -5.05421], [-1.48510, 2.08987, -5.04078], [-0.07725, 0.71157, -3.45657], [-1.25273, -0.52497, -3.47463]],
  "homo_ev": -2.29,
  "mol_weight_g_mol": 549.161,
  "gap_ev": 2.9,
  "e_above_lowest_ev": 11.717,
  "largest_force_ev_per_a": 7.7,
  "charge": -1
}

(5)
{
  "formula": "C7H12",
  "method": "wB97M-V/def2-TZVPD",
  "elements": ["C", "C", "C", "C", "C", "C", "C", "H", "H", "H", "H", "H", "H", "H", "H", "H", "H", "H", "H"],
  "xyz": [[1.17250, -1.17397, -0.05965], [1.71001, 0.11159, 0.60036], [0.71025, 1.25778, 0.12325], [-0.32481, 0.56027, -0.78720], [-0.31306, -0.86274, -0.22038], [-2.33383, -0.07027, 0.88073], [-1.99308, -0.03450, -0.25344], [1.52235, -1.20751, -1.11681], [1.44032, -2.04964, 0.45985], [2.71862, 0.32869, 0.29395], [1.76614, 0.08837, 1.70829], [1.21930, 2.00815, -0.44945], [0.21238, 1.74667, 0.91312], [-0.00347, 0.63103, -1.86344], [-1.25246, 1.14818, -0.78969], [-0.92813, -1.65099, -0.76228], [-0.85117, -0.74766, 0.76991], [-2.64434, -0.00446, 1.90146], [-1.82751, -0.07899, -1.34859]],
  "homo_ev": -7.57,
  "mol_weight_g_mol": 96.173,
  "gap_ev": 8.5,
  "e_above_lowest_ev": 9.253,
  "largest_force_ev_per_a": 9.2
}

- Which formula does entry 5 have?
  C7H12

Copy entry 5 word for word.
{
  "formula": "C7H12",
  "method": "wB97M-V/def2-TZVPD",
  "elements": ["C", "C", "C", "C", "C", "C", "C", "H", "H", "H", "H", "H", "H", "H", "H", "H", "H", "H", "H"],
  "xyz": [[1.17250, -1.17397, -0.05965], [1.71001, 0.11159, 0.60036], [0.71025, 1.25778, 0.12325], [-0.32481, 0.56027, -0.78720], [-0.31306, -0.86274, -0.22038], [-2.33383, -0.07027, 0.88073], [-1.99308, -0.03450, -0.25344], [1.52235, -1.20751, -1.11681], [1.44032, -2.04964, 0.45985], [2.71862, 0.32869, 0.29395], [1.76614, 0.08837, 1.70829], [1.21930, 2.00815, -0.44945], [0.21238, 1.74667, 0.91312], [-0.00347, 0.63103, -1.86344], [-1.25246, 1.14818, -0.78969], [-0.92813, -1.65099, -0.76228], [-0.85117, -0.74766, 0.76991], [-2.64434, -0.00446, 1.90146], [-1.82751, -0.07899, -1.34859]],
  "homo_ev": -7.57,
  "mol_weight_g_mol": 96.173,
  "gap_ev": 8.5,
  "e_above_lowest_ev": 9.253,
  "largest_force_ev_per_a": 9.2
}